1.
DFT (ωB97M-V/def2-TZVPD) results for a cluster of 2 separate species, C4H12 in total in a non-equilibrium geometry.

Values from the calculation:
Orbital gap in eV: 12.4
Energy in a.u.: -159.54423
ΔE to the lowest compared entry with this formula, charge and spin in eV: 1.109
F_max in eV Å⁻¹: 5.7

Positions of all 16 atoms, in Å:
1 C 1.465126 -2.303839 0.472710
2 H 0.822833 -1.264111 2.211845
3 H 1.036007 -3.301325 0.544583
4 H -0.536597 2.565752 0.443605
5 H 0.998672 -0.278707 0.554034
6 H 2.522071 -2.413041 0.969713
7 H -0.447230 -1.427648 1.022563
8 C -1.258158 2.426368 -0.430643
9 H -2.270142 2.343716 0.016373
10 H -1.303488 1.035467 -2.197042
11 H 0.267068 1.086210 -1.344234
12 H -1.324039 0.350017 -0.493288
13 H 1.735586 -2.074645 -0.446027
14 H -1.229356 3.375674 -1.007395
15 C 0.654378 -1.265337 1.103540
16 C -0.906578 1.143249 -1.191397

Forces on the atoms, in the same order (eV/Å):
2.1 -2.9 4.4
0.0 0.5 -0.9
-0.1 -0.1 -0.2
-0.9 -0.2 -1.1
-1.2 -1.5 1.8
-1.9 0.3 -0.5
0.8 0.3 -0.4
0.3 0.9 0.8
0.5 0.1 -0.3
-0.4 0.1 0.1
-2.4 -0.2 0.6
1.0 0.3 -1.3
0.7 0.8 -4.7
0.1 -0.7 0.1
-0.5 2.5 0.7
1.8 -0.3 1.0



2.
DFT (ωB97M-V/def2-TZVPD) results for a cluster of 2 separate species, C4H12 in total in a non-equilibrium geometry.

Values from the calculation:
Orbital gap in eV: 12.1
Energy in a.u.: -159.53325
ΔE to the lowest compared entry with this formula, charge and spin in eV: 1.408
F_max in eV Å⁻¹: 2.9

Positions of all 16 atoms, in Å:
1 H 0.114300 0.394354 1.911538
2 H 0.533137 -1.640709 -0.609002
3 H -0.905058 1.299044 3.205284
4 H -2.320021 1.078446 0.423784
5 C -2.112267 0.661209 1.424685
6 H -2.189398 -0.407899 1.044366
7 H -2.845011 0.762589 2.216144
8 H 1.933639 0.689843 -1.940031
9 C 1.467509 -1.452437 -1.233026
10 H 1.888958 -0.802025 -3.222909
11 H 1.423721 -2.403600 -1.884432
12 C -0.740250 1.151879 2.053156
13 H 0.380178 -0.039893 -2.451904
14 H 2.228595 -1.319901 -0.425598
15 H -0.421978 2.140758 1.632349
16 C 1.414831 -0.319152 -2.228080

Forces on the atoms, in the same order (eV/Å):
-1.3 1.2 0.2
0.7 0.9 -0.8
0.5 -0.3 -2.2
-0.3 0.9 0.9
1.1 -1.3 -0.8
0.7 0.7 1.3
-0.6 0.3 -0.6
-0.7 -2.1 -0.5
-1.5 -1.7 1.0
-0.9 1.9 2.0
1.0 1.1 1.6
0.1 -0.7 0.9
0.2 -0.1 -0.2
0.0 -0.7 -1.2
-0.3 -0.9 0.4
1.2 0.9 -1.9



3.
DFT (ωB97M-V/def2-TZVPD) results for a cluster of 2 separate species, C4H12 in total in a non-equilibrium geometry.

Values from the calculation:
Orbital gap in eV: 12.5
Energy in a.u.: -159.56211
ΔE to the lowest compared entry with this formula, charge and spin in eV: 0.622
F_max in eV Å⁻¹: 2.6

Positions of all 16 atoms, in Å:
1 H -2.171659 1.039151 0.498882
2 C 1.995506 -1.116246 -1.308483
3 H 0.426720 -0.373234 -2.534186
4 H -0.105856 -1.624924 -1.407561
5 H -1.072397 -0.102341 2.490868
6 H 1.918241 -0.199854 -0.734250
7 C -1.306984 1.507309 0.966933
8 H 2.034769 -1.954124 -0.609160
9 H -0.387840 1.293937 0.390462
10 C -1.373924 0.946648 2.392231
11 H -1.194240 2.578129 1.160045
12 H -2.248582 1.200372 2.965570
13 H -0.596394 1.456291 2.975544
14 C 0.665457 -1.353926 -2.123790
15 H 2.880389 -1.115599 -1.928323
16 H 0.791403 -2.141441 -2.859804

Forces on the atoms, in the same order (eV/Å):
-0.1 1.1 -0.8
-1.5 -1.1 -0.1
-0.4 -0.4 -0.6
-0.2 -0.1 -0.1
-0.6 0.0 -0.1
0.1 0.1 0.0
0.4 -0.4 1.0
0.5 0.1 0.1
-0.4 -0.6 0.5
2.5 0.0 0.6
-1.2 0.2 -0.9
-0.8 -0.2 -0.3
0.1 0.0 0.0
1.4 1.0 1.0
0.2 0.1 -0.1
-0.1 0.1 -0.2



4.
DFT (ωB97M-V/def2-TZVPD) results for a cluster of 2 separate species, C4H12 in total in a non-equilibrium geometry.

Values from the calculation:
Orbital gap in eV: 12.5
Energy in a.u.: -159.55193
ΔE to the lowest compared entry with this formula, charge and spin in eV: 0.899
F_max in eV Å⁻¹: 5.1

Positions of all 16 atoms, in Å:
1 H 0.132651 -1.450212 -0.154021
2 H -0.527190 -1.644409 -2.965987
3 H 0.208636 -3.031689 -2.088529
4 H -0.340037 0.280726 0.846235
5 H -0.851221 1.779540 0.222070
6 H 0.894484 2.113323 1.982216
7 H -0.581882 2.942947 2.299365
8 H 1.609601 -1.175807 -0.757536
9 C -0.818451 1.142919 1.134198
10 H 1.163118 -1.829035 -3.005170
11 C -0.077969 1.872803 2.265513
12 H 0.277033 -0.084318 -1.044384
13 H -1.876662 0.851624 1.458514
14 C 0.592121 -1.170053 -1.060929
15 C 0.336819 -2.013763 -2.317978
16 H -0.141051 1.415406 3.186423

Forces on the atoms, in the same order (eV/Å):
-1.1 -1.2 0.8
0.7 -0.6 1.3
0.0 -1.3 0.1
1.1 -2.1 -0.4
-0.3 -0.3 0.6
1.9 0.0 -0.3
0.9 -2.0 0.5
1.3 0.0 -0.2
-2.0 1.7 0.8
0.3 -0.5 0.1
-3.0 3.3 -2.4
0.5 -1.1 -1.0
1.3 0.6 -0.6
-0.7 1.7 -0.3
-0.7 2.8 -1.1
-0.1 -1.0 2.0



Number 1: LUMO 1.15 eV, highest occupied orbital energy -0.412 Eh. Number 2: LUMO 1.03 eV, highest occupied orbital energy -0.408 Eh. Number 3: LUMO 1.07 eV, highest occupied orbital energy -0.422 Eh. Number 4: LUMO 1.13 eV, highest occupied orbital energy -0.419 Eh.